<P>
12
Properties=species:S:1:pos:R:3 method="wB97M-V/def2-TZVPD" charge=0 orbital_gap_ha="0.3926 / 0.2733" multiplicity=2
C -0.4847 -0.7452 1.1954
N 0.1214 0.5251 1.1303
H 0.0922 -1.4434 0.5811
H -1.4721 -0.8020 0.6944
H -0.4104 -1.2810 2.1556
H -0.0130 1.1223 1.9436
H 1.9702 -0.4413 -2.1515
H -0.0438 0.9525 0.0702
O 1.3777 -0.5008 -1.3971
H 0.5816 0.1135 -1.5326
H -1.0164 1.5949 -1.6352
O -0.7027 0.9053 -1.0541

=====

<Q>
12
Properties=species:S:1:pos:R:3 method="wB97M-V/def2-TZVPD" charge=0 orbital_gap_ha="0.2142 / 0.3713" multiplicity=2
C 1.6305 -1.0370 0.8100
N 0.4575 -0.6836 0.2010
H 2.5367 -0.8301 0.2557
H 1.4913 -1.5331 1.7656
H -0.3258 -0.3924 0.7758
H 0.3936 -0.3627 -0.7524
H -1.8860 1.5783 2.0010
H -2.1512 0.0777 1.8459
O -1.5002 0.7719 1.6422
H -0.9770 0.7910 -2.7743
H 0.3962 1.0354 -3.2466
O -0.0655 0.5846 -2.5239

=====

Tell me which of them is the least stable. Sure, it is <P>.

=====

<P>
18
Properties=species:S:1:pos:R:3 method="wB97M-V/def2-TZVPD" smiles="C=CP(C)C(=C)C" charge=0 orbital_gap_ha=0.3302
C 1.4904 1.4917 -1.4755
C 0.1805 1.3190 -1.1217
P -0.3725 -0.4486 -0.9412
C -2.1448 -0.7773 -1.3217
C -0.4099 -0.6134 1.1249
C 0.1406 0.3740 1.7730
C -0.5413 -1.9042 2.1920
H 1.9021 0.6766 -2.0920
H 2.0050 2.4109 -1.3308
H -0.3542 2.1382 -0.9542
H -2.7348 0.0518 -1.5827
H -2.4160 -1.1270 -0.2710
H -2.2631 -1.6752 -1.9433
H 0.5041 0.2128 2.7750
H 0.3577 1.4220 1.4837
H -1.3522 -2.6592 2.0194
H 0.4543 -2.4337 2.0973
H -0.7122 -1.4621 3.1753

=====

<Q>
18
Properties=species:S:1:pos:R:3 method="wB97M-V/def2-TZVPD" smiles="CC1=[PH2]CCC=C1" charge=0 orbital_gap_ha=0.2847
C -2.5118 -0.3047 -0.1531
C -1.0049 -0.2979 -0.1738
P -0.1830 1.1952 0.1300
C 1.6358 0.9227 0.1538
C 1.8799 -0.4717 -0.4565
C 1.0714 -1.5433 0.2059
C -0.2585 -1.4383 0.3313
H -2.9280 -0.5818 0.8168
H -2.8718 -1.0254 -0.8878
H -2.8955 0.6805 -0.4243
H -0.2408 2.1564 1.2112
H -0.5222 2.1093 -0.8675
H 1.9674 0.9807 1.1948
H 2.1326 1.7079 -0.4194
H 2.9434 -0.7107 -0.4180
H 1.5748 -0.4141 -1.5103
H 1.5987 -2.4134 0.5637
H -0.8208 -2.2652 0.7442

=====

Tell me which of them is the least stable. Sure, it is <P>.

=====

<P>
29
Properties=species:S:1:pos:R:3 method="wB97M-V/def2-TZVPD" smiles=CCN[C@@H](CC)CO.O.O charge=0 orbital_gap_ha=0.3289
C -0.0550 0.4133 2.9474
C -0.7851 -0.0774 1.6488
N -0.9242 0.7452 0.4574
C -0.2000 0.4367 -0.8195
C 1.2345 1.0410 -0.6304
C 2.2689 0.9406 -1.8218
C -0.2481 -1.0509 -1.1788
O -1.0292 -1.2601 -2.3217
H -0.6841 1.1252 3.4644
H 0.9814 0.8129 2.8762
H 0.2157 -0.4937 3.5480
H -0.6241 -1.1464 1.4770
H -1.8059 -0.1303 2.1358
H -0.7875 1.6794 0.8200
H -0.5234 1.1034 -1.6595
H 1.0799 2.1071 -0.3996
H 1.8013 0.5830 0.2051
H 3.0304 1.5534 -1.3412
H 2.0701 1.3706 -2.8256
H 2.5962 -0.0736 -2.0718
H 0.7519 -1.4739 -1.1997
H -0.6693 -1.7659 -0.4478
H -0.6603 -0.9716 -3.1595
O 0.7917 -2.6078 1.2160
H 0.7116 -2.1327 2.0489
H 0.4257 -3.4616 1.4760
O -3.1244 0.8582 -1.8754
H -2.5407 0.3130 -1.3255
H -3.2980 1.5630 -1.2433

=====

<Q>
29
Properties=species:S:1:pos:R:3 method="wB97M-V/def2-TZVPD" smiles=CC(C)[C@H](C)NCO.O.O charge=0 orbital_gap_ha=0.3596
C -2.1988 0.0853 -0.6486
C -1.8759 0.7415 0.7090
C -2.1914 2.2181 0.7298
C -0.4460 0.1605 1.1246
C 0.0971 0.9441 2.3837
N 0.6272 0.1632 0.1466
C 1.7870 -0.6019 0.2983
O 2.9319 0.0719 0.8798
H -3.0663 0.5408 -1.1589
H -1.4587 0.3266 -1.4112
H -2.2758 -0.9769 -0.4779
H -2.3638 0.2765 1.5688
H -3.1431 2.4685 1.1638
H -2.2303 2.6316 -0.2887
H -1.4734 2.7427 1.3707
H -0.6427 -0.8628 1.4844
H -0.6496 1.1463 3.1419
H 1.0094 0.4044 2.6260
H 0.3320 1.9762 2.0918
H 0.8545 1.1092 -0.1553
H 1.6622 -1.4675 0.9808
H 2.2369 -0.9319 -0.6394
H 2.8363 0.5701 1.6923
O -0.3246 -3.4123 -1.4946
H 0.5529 -3.3380 -1.0962
H -0.6313 -2.5053 -1.3137
O 1.2890 -0.0199 -3.4337
H 0.6327 -0.4093 -2.8528
H 1.2617 0.9357 -3.3624

=====

<R>
29
Properties=species:S:1:pos:R:3 method="wB97M-V/def2-TZVPD" smiles=CCC[C@@H](CO)NC.O.O charge=0 orbital_gap_ha=0.3212
C 0.5428 -1.9748 -2.0615
C 0.9832 -0.5155 -1.4711
C 0.3116 -0.4315 -0.0433
C 0.3388 1.0319 0.4569
C -0.7644 1.2817 1.4610
O -0.8321 2.6230 1.8220
N 1.7077 1.4456 1.0392
C 2.4556 2.2535 0.0345
H 1.1515 -2.7698 -1.6794
H -0.5235 -2.2468 -1.8957
H 0.5896 -2.0954 -3.0570
H 2.0952 -0.4187 -1.3167
H 0.5892 0.1498 -2.2538
H -0.6302 -0.8371 -0.0466
H 0.7902 -1.0961 0.6316
H 0.2628 1.7081 -0.4742
H -1.8218 1.0188 1.0725
H -0.7982 0.9024 2.6440
H -1.1582 3.2247 1.1314
H 1.6105 1.9342 1.9326
H 3.5151 2.1598 0.2515
H 2.3593 3.4190 0.3857
H 2.0964 2.1872 -1.0258
O -0.6090 -3.8398 0.3503
H -1.3227 -4.5108 0.0621
H -0.8913 -2.9153 0.0299
O -3.8052 -0.2607 0.4590
H -4.0726 -0.3091 1.3511
H -4.1702 -1.1185 0.2097

=====

Tell me which of them is the least stable. Sure, it is <R>.

=====

<P>
52
Properties=species:S:1:pos:R:3 method="wB97M-V/def2-TZVPD" smiles="Nc1ccc(C(=O)NCCCCCCNC(=O)c2ccc(N)cc2)cc1" charge=0 orbital_gap_ha=0.3162
N -4.0571 -2.4384 0.1476
C -2.7097 -2.2536 -0.0474
C -2.0746 -2.7540 -1.1869
C -0.7119 -2.6307 -1.3387
C 0.0650 -2.0289 -0.3518
C 1.5339 -1.9446 -0.5606
O 2.0349 -1.7734 -1.6599
N 2.2677 -2.0836 0.5682
C 3.7083 -1.9975 0.6277
C 4.1810 -0.8540 1.5356
C 4.2754 0.5035 0.8348
C 3.0100 0.8668 0.0627
C 3.0005 2.3214 -0.4023
C 1.9740 2.5388 -1.5202
N 0.6655 2.0090 -1.2027
C -0.1912 2.6709 -0.3905
O 0.0687 3.7556 0.0992
C -1.5046 1.9994 -0.1737
C -2.1347 1.2507 -1.1629
C -3.3985 0.7389 -0.9540
C -4.0564 0.9443 0.2582
N -5.2952 0.3570 0.4972
C -3.4190 1.6820 1.2545
C -2.1673 2.2132 1.0314
C -0.5693 -1.5087 0.7750
C -1.9341 -1.6145 0.9239
H -4.5153 -1.7752 0.7550
H -4.5894 -2.6898 -0.6702
H -2.6649 -3.2382 -1.9521
H -0.2205 -3.0065 -2.2236
H 1.7871 -2.2551 1.4368
H 4.0628 -1.8580 -0.3950
H 4.1003 -2.9493 1.0058
H 5.1644 -1.1082 1.9357
H 3.4930 -0.7789 2.3821
H 5.1208 0.4925 0.1433
H 4.4756 1.2689 1.5888
H 2.9310 0.2219 -0.8125
H 2.1357 0.6922 0.6943
H 3.9844 2.5999 -0.7845
H 2.7615 2.9790 0.4344
H 2.3128 2.0519 -2.4372
H 1.8574 3.6110 -1.6996
H 0.4905 1.0425 -1.4258
H -1.6552 1.0942 -2.1178
H -3.8911 0.1805 -1.7376
H -5.8279 0.7882 1.2388
H -5.8474 0.1851 -0.3305
H -3.9229 1.8481 2.1965
H -1.6839 2.8143 1.7867
H -0.0004 -0.9849 1.5309
H -2.4196 -1.1958 1.7927

=====

<Q>
52
Properties=species:S:1:pos:R:3 method="wB97M-V/def2-TZVPD" charge=0 orbital_gap_ha=0.2054
C -0.8799 0.5906 4.1090
C -0.0456 1.1458 2.9667
C 0.1455 2.6500 3.0908
N -0.6878 0.8212 1.6662
N -1.5796 1.6367 1.1176
N -1.9745 1.0309 0.0348
C -2.9716 1.6120 -0.8957
C -2.4409 2.9184 -1.4601
C -4.3014 1.7889 -0.1825
C -1.3605 -0.2339 -0.1782
C -1.5881 -1.1385 -1.3111
C -2.6130 -2.1041 -1.2781
C -2.8634 -2.9042 -2.3671
C -2.1071 -2.7715 -3.5200
C -1.0919 -1.8308 -3.5770
C -0.8314 -1.0255 -2.4939
C -0.5033 -0.3838 0.9379
C 0.2800 -1.4603 1.2342
H -0.4428 0.8269 5.0801
H -1.8810 1.0201 4.0836
H -0.9838 -0.4923 4.0352
H 0.9409 0.6576 2.9574
H 0.6562 2.9225 4.0152
H 0.7199 3.0447 2.2527
H -0.8219 3.1512 3.0856
H -3.0937 0.8864 -1.7145
H -3.1400 3.3704 -2.1658
H -2.2692 3.6308 -0.6532
H -1.4895 2.7657 -1.9713
H -5.0650 2.2026 -0.8437
H -4.6671 0.8381 0.2075
H -4.1849 2.4678 0.6622
H -3.2048 -2.1933 -0.3827
H -3.6523 -3.6379 -2.3245
H -2.3072 -3.4014 -4.3712
H -0.5051 -1.7289 -4.4757
H -0.0515 -0.2839 -2.5342
H 0.2859 -2.3249 0.6029
H 0.8864 -1.4861 2.1137
C 6.0380 0.4185 -0.2534
N 5.0469 -0.6225 -0.3879
C 5.2666 -1.9538 -0.0469
O 6.2906 -2.4024 0.4227
C 4.0322 -2.6613 -0.3641
C 3.1408 -1.7885 -0.8396
C 3.7411 -0.4591 -0.8490
O 3.2272 0.5897 -1.1804
H 5.6209 1.3672 -0.5831
H 6.3394 0.4907 0.7887
H 6.9089 0.1727 -0.8574
H 3.8887 -3.7179 -0.2250
H 2.1439 -2.0111 -1.1775

=====

Tell me which of them is the least stable. Sure, it is <Q>.

=====

<P>
8
Properties=species:S:1:pos:R:3 method="wB97M-V/def2-TZVPD" smiles="O=CN(O)O" charge=0 orbital_gap_ha=0.3750
O 1.5409 -0.0301 -1.5764
C 0.8474 -0.5839 -0.7469
N -0.3169 0.1165 -0.1330
O -0.2606 1.4813 -0.4033
O -0.5595 -0.2060 1.1892
H 0.7259 -1.5351 -0.3308
H 0.5415 1.5741 -0.8113
H -1.4999 -0.0137 1.1550

=====

<Q>
8
Properties=species:S:1:pos:R:3 method="wB97M-V/def2-TZVPD" charge=0 orbital_gap_ha="0.3006 / 0.3720"
C -1.4416 0.2379 0.3610
N -0.7423 -0.5182 -0.3402
O 0.2505 -1.1478 -0.5081
O 1.6599 -0.0783 0.1887
O 1.5897 0.8875 -0.6994
H -1.0494 0.9464 1.0735
H -2.4837 0.4560 0.0244
H 2.2170 -0.7836 -0.0999

=====

Tell me which of them is the least stable. Sure, it is <Q>.

=====

<P>
21
Properties=species:S:1:pos:R:3 method="wB97M-V/def2-TZVPD" smiles="CC[C@@H](C)N[P@H](N)=O" charge=0 orbital_gap_ha=0.3978
C -1.7969 -2.0340 0.3154
C -1.7459 -0.4830 0.0766
C -0.3960 -0.0226 -0.4729
C -0.3788 1.5268 -0.6549
N 0.6105 -0.4188 0.4969
P 2.2814 -0.3980 0.0583
N 2.8260 1.2329 0.2857
O 2.6570 -0.9209 -1.2580
H -0.8893 -2.2418 0.9082
H -2.8054 -2.4129 0.6288
H -1.7242 -2.4997 -0.7488
H -2.3615 -0.0075 -0.7050
H -1.9090 -0.0335 1.0376
H -0.1158 -0.3982 -1.4683
H 0.1757 1.9418 0.2296
H 0.2120 2.0157 -1.3733
H -1.3789 1.9646 -0.8795
H 0.7918 0.1131 1.3624
H 2.8192 -1.2243 1.1910
H 3.7834 1.3294 -0.1171
H 2.6808 1.8150 1.0478

=====

<Q>
21
Properties=species:S:1:pos:R:3 method="wB97M-V/def2-TZVPD" charge=0 orbital_gap_ha=0.3705
C -0.6123 0.4476 1.5761
C 0.4783 1.5286 -1.3631
C -0.9583 1.6017 0.7694
C -0.8622 1.2771 -0.7165
N 1.4224 -2.9792 -0.2943
N -1.1664 -0.1065 -1.1002
O -3.4448 -0.3154 0.4896
P -2.2978 -0.7922 -0.2419
H -0.5641 0.6921 2.6918
H -1.3576 -0.4154 1.4457
H 0.3764 -0.0535 1.3517
H 0.1634 1.1858 -2.4009
H 0.5357 2.6620 -1.4123
H 1.3870 1.0357 -1.0647
H -1.8981 1.9555 1.0787
H -0.2834 2.4288 0.9935
H -1.5946 1.9231 -1.1771
H 1.2426 -3.9411 -0.5888
H 0.6289 -2.4472 0.1291
H 1.4776 -2.4804 -1.1836
H -2.3406 -2.1195 -0.4707

=====

Tell me which of them is the least stable. Sure, it is <Q>.

=====

<P>
24
Properties=species:S:1:pos:R:3 method="wB97M-V/def2-TZVPD" smiles="C/C=C/CCC.O.O" charge=0 orbital_gap_ha=0.3694
C 1.5074 -1.5189 2.3529
C 1.0812 -1.6102 0.8866
C 0.8085 -0.5305 0.1606
C 0.3164 -0.6655 -1.2578
C -1.0337 0.0499 -1.4825
C -2.1639 -0.6525 -0.7521
H 0.8556 -0.8443 2.9027
H 2.5031 -1.0882 2.2539
H 1.4561 -2.4935 2.8287
H 0.9285 -2.5573 0.3816
H 0.7606 0.4579 0.5963
H 0.9801 -0.2881 -2.0385
H 0.1377 -1.7217 -1.4609
H -0.9432 1.1251 -1.3801
H -1.2593 -0.0007 -2.5538
H -2.4153 -1.5880 -1.2553
H -3.1026 -0.0934 -0.7489
H -1.9461 -0.8225 0.3015
O -1.9510 2.5481 0.1440
H -1.1412 2.0377 0.1083
H -1.6309 3.4366 0.3348
O 2.1381 2.6066 -0.3145
H 2.7978 1.9526 -0.0589
H 1.3162 2.2607 0.0512

=====

<Q>
24
Properties=species:S:1:pos:R:3 method="wB97M-V/def2-TZVPD" smiles="C=CCCCC.O.O" charge=0 orbital_gap_ha=0.3656
C -2.2201 -2.2200 0.1903
C -1.2803 -1.2997 0.3122
C 0.1901 -1.5873 0.4667
C 1.0137 -1.1426 -0.7620
C 1.1697 0.3837 -0.9257
C 1.4944 0.7692 -2.3770
H -2.0154 -3.2637 0.3696
H -3.2595 -1.9452 0.1371
H -1.4170 -0.2239 0.2627
H 0.5948 -1.0044 1.3188
H 0.3847 -2.6209 0.6951
H 1.9873 -1.6057 -0.7121
H 0.5595 -1.5824 -1.6513
H 1.9894 0.6565 -0.2715
H 0.2415 0.8607 -0.6267
H 1.1605 1.7760 -2.6094
H 0.9836 0.0639 -3.0305
H 2.5599 0.7953 -2.5547
O 1.5520 2.4960 2.5288
H 1.4268 1.5567 2.7730
H 0.7254 2.6812 2.0632
O -2.4089 1.8307 1.4869
H -3.2040 1.9759 0.9568
H -2.2281 2.6500 1.9598

=====

<R>
24
Properties=species:S:1:pos:R:3 method="wB97M-V/def2-TZVPD" smiles="C=CCCCC.O.O" charge=0 orbital_gap_ha=0.3627
C 2.5111 -1.4649 -0.8156
C 1.2982 -1.9316 -1.0801
C 0.1912 -1.0130 -1.6321
C -0.3852 -0.0672 -0.5824
C -1.5434 -0.7013 0.1701
C -2.9872 -0.3330 -0.2240
H 2.7004 -0.3926 -0.9847
H 3.2758 -2.0297 -0.3457
H 1.0718 -2.9834 -1.2358
H 0.5212 -0.4315 -2.5217
H -0.6102 -1.5891 -2.0664
H 0.4890 0.0745 0.1307
H -0.6191 0.9328 -0.9486
H -1.4055 -0.4807 1.2394
H -1.4373 -1.8007 0.0987
H -3.5591 -0.3885 0.7347
H -3.3474 -1.0717 -0.9860
H -3.0761 0.6396 -0.6745
O 2.9901 1.2139 1.1909
H 2.0658 1.4408 1.3481
H 3.3757 1.4641 2.0381
O -0.1879 3.4334 2.4838
H -0.4936 4.2664 2.8583
H -0.8383 3.2133 1.8049

=====

<S>
24
Properties=species:S:1:pos:R:3 method="wB97M-V/def2-TZVPD" smiles="C=CCCCC.O.O" charge=0 orbital_gap_ha=0.3762
C 0.8820 1.8149 -2.9315
C 0.1187 0.7517 -3.0902
C 0.3420 -0.6945 -2.7743
C -0.5888 -1.6311 -1.9065
C -0.4946 -1.3638 -0.3519
C 0.7714 -0.7674 0.1466
H 1.7836 1.6344 -2.4669
H 0.5461 2.8650 -3.1586
H -0.7645 0.8260 -3.7185
H 0.2891 -1.2076 -3.8297
H 1.3033 -0.9195 -2.4432
H -1.6532 -1.4745 -2.1368
H -0.2861 -2.7167 -2.0422
H -0.6796 -2.2764 0.2209
H -1.4121 -0.7138 -0.1183
H 0.7186 0.0566 0.9392
H 1.3646 -0.3553 -0.6917
H 1.1578 -1.4961 0.7673
O 0.3371 -2.1659 3.8437
H 0.7334 -1.8225 3.0858
H -0.2336 -1.4548 4.1903
O -1.2004 3.6961 4.5188
H -1.7080 4.5279 4.5918
H -0.6459 3.6021 5.2933

=====

Tell me which of them is the least stable. Sure, it is <S>.

=====

<P>
8
Properties=species:S:1:pos:R:3 method="wB97M-V/def2-TZVPD" charge=0 orbital_gap_ha="0.2557 / 0.2557"
C 0.8460 0.4591 -0.9155
C 2.9427 -0.2450 -1.0514
C -1.6727 -0.0140 0.3220
S 0.1044 -0.5706 0.0736
Cl 3.8459 0.0144 0.2239
H -1.6364 1.0461 0.5761
H -2.0552 -0.5742 1.2910
H -2.3746 -0.1158 -0.5196

=====

<Q>
8
Properties=species:S:1:pos:R:3 method="wB97M-V/def2-TZVPD" charge=0 orbital_gap_ha=0.2961
C -0.3859 -1.1011 -0.1972
C 0.5714 -0.1851 -0.0259
C 1.4289 0.7727 0.1736
S -2.6157 1.0213 -0.0325
Cl -2.1532 -0.9529 0.2385
H -0.2517 -2.1421 -0.6457
H 1.4253 1.6650 -0.6143
H 1.9808 0.9223 1.1036

=====

Tell me which of them is the least stable. Sure, it is <P>.